1.
Computed, not measured: a cluster of 2 separate species, C5H14NO2 in total in a non-equilibrium geometry, with ωB97M-V/def2-TZVPD.

The total energy comes out at -403.8383 Eh. The multiplicity is 1. The value obtained for the energy above the lowest of the compared OMol25 structures with the same formula, charge and spin is 270.6 kJ/mol. The total charge is +1.

Each line ends with the natural charge from an NBO analysis.
CARTESIAN COORDINATES (ANGSTROEM)
C: -0.611 -0.115 2.604  -0.62
C: -0.138 0.003 1.137  -0.08
C: -1.385 -0.082 0.130  -0.40
C: -1.001 -0.359 -1.308  -0.58
C: -0.405 0.705 -2.087  0.48
O: 0.290 1.615 -1.635  -0.57
N: 0.516 1.291 0.867  -0.72
H: 0.378 -0.488 3.253  0.23
H: -1.433 -0.702 2.645  0.23
H: -0.972 0.811 3.189  0.23
H: 0.477 -0.815 0.927  0.24
H: -1.877 0.967 0.064  0.22
H: -2.168 -0.910 0.401  0.26
H: -1.828 -0.958 -1.593  0.28
H: -0.254 -1.324 -1.376  0.29
H: -0.742 0.658 -3.148  0.17
H: 1.520 1.139 0.624  0.44
H: 0.574 1.981 1.578  0.43
H: 0.171 1.738 -0.093  0.47
H: 2.126 -3.207 -0.772  0.49
H: 2.823 -2.397 0.320  0.48
O: 2.065 -2.419 -0.234  -0.96

---

2.
Computed, not measured: a cluster of 2 separate species, H12N2Si4 in total in a non-equilibrium geometry, with ωB97M-V/def2-TZVPD.

The total energy comes out at -1274.5565 Eh. The multiplicity is 1. The value obtained for the energy above the lowest of the compared OMol25 structures with the same formula, charge and spin is 212.2 kJ/mol.

Each line ends with the natural charge from an NBO analysis.
CARTESIAN COORDINATES (ANGSTROEM)
N: 2.529 -1.530 -0.413  -1.30
N: -2.152 -2.014 0.164  -1.30
Si: 2.507 1.793 0.016  0.39
Si: -3.023 1.320 0.200  0.35
Si: 1.581 -0.424 0.479  0.76
Si: -1.623 -0.493 -0.353  0.76
H: 2.612 -1.694 -1.460  0.41
H: 2.743 -2.390 -0.059  0.38
H: -1.999 -2.855 -0.404  0.40
H: -1.882 -2.319 1.042  0.38
H: 2.482 2.410 -1.294  -0.14
H: 2.173 2.726 1.068  -0.14
H: 3.853 1.415 0.161  -0.16
H: -2.518 2.370 1.271  -0.12
H: -3.116 2.128 -0.907  -0.16
H: -4.465 0.840 0.425  -0.12
H: 1.959 -0.680 1.823  -0.19
H: -1.663 -0.602 -1.760  -0.20

---

3.
Computed, not measured: the ion H2NO2S with charge -1 in a non-equilibrium geometry, with ωB97M-V/def2-TZVPD.

The total energy comes out at -604.4974 Eh. The multiplicity is 1. The value obtained for the energy above the lowest of the compared OMol25 structures with the same formula, charge and spin is 409.5 kJ/mol. The SMILES is ONO[S-]. The total charge is -1.

Each line ends with the natural charge from an NBO analysis.
CARTESIAN COORDINATES (ANGSTROEM)
N: 0.714 -0.575 0.245  -0.06
O: 0.949 0.478 -0.607  -0.64
O: -0.545 -1.018 -0.015  -0.50
S: -1.818 0.685 -0.166  -0.53
H: 0.720 -0.523 1.280  0.29
H: -0.019 0.952 -0.737  0.43

---

4.
Computed, not measured: a cluster of 4 separate species, C46H88BN4O18P4 in total in a non-equilibrium geometry, with ωB97M-V/def2-TZVPD.

The total energy comes out at -4768.9418 Eh. The multiplicity is 1. The total charge is +1.

Each line ends with the Löwdin charge.
CARTESIAN COORDINATES (ANGSTROEM)
C: 6.143 -5.281 0.676  -0.06
C: 4.948 -5.742 1.599  -0.23
C: 5.312 -6.527 2.783  -0.03
C: 4.259 -7.037 3.685  -0.05
C: 2.884 -6.713 3.344  -0.06
C: 2.516 -5.914 2.158  -0.19
C: 1.008 -5.667 1.895  -0.05
N: 0.461 -4.456 2.619  0.06
C: 1.246 -3.688 3.595  -0.04
C: 2.087 -2.512 2.874  -0.31
C: 3.642 -2.605 3.195  -0.02
O: 1.935 -2.639 1.455  -0.15
C: 1.383 -1.464 0.835  -0.16
C: 2.434 -0.568 0.111  -0.17
C: 3.339 0.369 0.799  -0.04
C: 4.265 1.199 0.029  -0.07
C: 4.319 1.141 -1.446  -0.06
C: 3.432 0.193 -2.134  -0.06
C: 2.504 -0.646 -1.359  -0.03
C: -0.761 -4.110 2.340  -0.23
N: -1.470 -3.003 2.866  0.12
C: -2.534 -3.561 3.739  -0.27
P: -3.261 -2.374 4.966  0.58
O: -3.481 -0.991 4.463  -0.27
O: -2.157 -2.253 6.224  -0.16
O: -4.580 -3.108 5.615  -0.12
C: -3.606 -4.217 2.741  -0.20
C: -4.223 -3.105 1.819  -0.12
C: -5.658 -2.647 2.394  -0.35
C: -6.790 -3.225 1.417  -0.09
C: -5.833 -1.059 2.346  -0.08
C: -2.807 -5.366 1.999  -0.13
B: -3.726 -6.287 1.014  -0.53
O: -3.581 -7.692 1.084  0.15
O: -4.629 -5.798 0.057  0.13
N: -1.509 -4.942 1.406  -0.04
C: -1.599 -4.318 0.071  -0.11
C: -1.092 -5.279 -1.091  -0.19
N: -0.320 -4.859 -2.017  0.10
C: 3.556 -5.405 1.265  0.01
H: 5.765 -5.121 -0.372  0.08
H: 6.622 -4.366 1.103  0.08
H: 6.857 -6.154 0.650  0.08
H: 6.380 -6.769 2.983  0.11
H: 4.577 -7.655 4.552  0.10
H: 2.076 -7.116 4.012  0.11
H: 0.364 -6.568 2.094  0.15
H: 0.909 -5.483 0.786  0.13
H: 0.588 -3.173 4.355  0.13
H: 1.935 -4.327 4.216  0.13
H: 1.727 -1.538 3.295  0.14
H: 4.177 -2.918 2.264  0.08
H: 3.883 -3.336 4.009  0.08
H: 4.072 -1.605 3.490  0.08
H: 0.755 -0.826 1.513  0.13
H: 0.681 -1.834 0.027  0.11
H: 3.256 0.410 1.911  0.10
H: 4.902 1.902 0.621  0.10
H: 5.027 1.821 -1.966  0.10
H: 3.478 0.163 -3.250  0.10
H: 1.813 -1.349 -1.895  0.10
H: -0.894 -2.284 3.301  0.12
H: -2.104 -4.428 4.327  0.15
H: -1.652 -1.433 6.069  0.08
H: -5.263 -2.429 5.777  0.11
H: -4.386 -4.670 3.415  0.15
H: -3.622 -2.150 1.783  0.11
H: -4.415 -3.400 0.761  0.10
H: -5.886 -3.086 3.396  0.11
H: -6.521 -3.092 0.334  0.09
H: -7.748 -2.646 1.568  0.08
H: -7.049 -4.295 1.652  0.07
H: -4.956 -0.535 1.892  0.07
H: -6.741 -0.778 1.738  0.07
H: -6.029 -0.672 3.384  0.08
H: -2.522 -6.086 2.837  0.15
H: -3.311 -7.939 1.985  0.10
H: -5.519 -6.057 0.371  0.12
H: -0.856 -3.462 0.056  0.11
H: -2.583 -3.863 -0.203  0.13
H: -1.365 -6.373 -1.104  0.13
H: -0.138 -3.853 -1.859  0.04
H: 3.293 -4.807 0.354  0.13
O: -5.013 1.815 -1.222  -0.23
P: -5.575 3.160 -1.632  0.68
O: -4.154 3.863 -2.084  -0.24
C: -3.587 3.520 -3.344  -0.29
C: -4.339 4.168 -4.492  -0.08
O: -5.658 3.793 -0.101  -0.27
C: -5.837 2.929 1.021  -0.29
C: -4.506 2.596 1.669  -0.07
O: -6.360 4.548 -2.185  -0.22
C: -7.781 4.664 -1.963  -0.26
C: -8.121 5.215 -0.586  -0.07
H: -3.555 2.432 -3.458  0.11
H: -2.557 3.884 -3.335  0.12
H: -5.345 3.749 -4.584  0.07
H: -3.815 4.003 -5.437  0.08
H: -4.444 5.241 -4.332  0.08
H: -6.382 2.029 0.733  0.10
H: -6.465 3.454 1.746  0.12
H: -3.753 2.294 0.939  0.08
H: -4.623 1.789 2.397  0.06
H: -4.104 3.469 2.186  0.07
H: -8.267 3.700 -2.132  0.11
H: -8.151 5.360 -2.718  0.12
H: -8.145 4.415 0.155  0.07
H: -9.114 5.669 -0.589  0.08
H: -7.391 5.954 -0.257  0.07
O: 6.797 0.510 -4.461  -0.24
P: 7.630 -0.248 -5.472  0.66
O: 6.690 -1.597 -5.585  -0.22
C: 5.502 -1.542 -6.368  -0.30
C: 5.809 -1.560 -7.854  -0.09
O: 8.713 -0.834 -4.366  -0.23
C: 8.974 -0.085 -3.176  -0.30
C: 8.115 -0.558 -2.024  -0.08
O: 8.605 -0.879 -6.692  -0.21
C: 9.817 -0.177 -7.031  -0.26
C: 10.981 -0.550 -6.125  -0.08
H: 4.914 -0.659 -6.098  0.10
H: 4.913 -2.425 -6.109  0.12
H: 6.313 -0.640 -8.159  0.07
H: 4.888 -1.651 -8.437  0.08
H: 6.466 -2.393 -8.105  0.08
H: 8.838 0.983 -3.352  0.11
H: 10.029 -0.227 -2.927  0.11
H: 7.068 -0.661 -2.314  0.06
H: 8.177 0.141 -1.186  0.08
H: 8.440 -1.541 -1.677  0.07
H: 9.643 0.901 -7.026  0.11
H: 10.063 -0.470 -8.054  0.12
H: 10.972 0.053 -5.217  0.06
H: 11.934 -0.353 -6.622  0.08
H: 10.941 -1.600 -5.831  0.09
O: -0.543 8.985 0.018  -0.22
P: -1.776 8.564 0.787  0.66
O: -1.182 8.702 2.317  -0.22
C: -1.067 9.998 2.894  -0.30
C: -2.420 10.551 3.306  -0.09
O: -1.551 6.930 0.604  -0.24
C: -0.837 6.424 -0.522  -0.30
C: 0.620 6.170 -0.180  -0.07
O: -3.288 8.218 1.443  -0.21
C: -4.350 7.838 0.544  -0.25
C: -4.326 6.355 0.209  -0.07
H: -0.560 10.675 2.199  0.11
H: -0.434 9.895 3.778  0.12
H: -3.040 10.756 2.430  0.07
H: -2.301 11.483 3.864  0.08
H: -2.958 9.836 3.929  0.08
H: -0.938 7.095 -1.377  0.11
H: -1.306 5.479 -0.811  0.11
H: 1.073 7.014 0.343  0.07
H: 1.199 5.972 -1.085  0.08
H: 0.710 5.308 0.484  0.07
H: -4.314 8.448 -0.361  0.11
H: -5.284 8.066 1.063  0.12
H: -3.648 6.160 -0.622  0.07
H: -5.309 6.015 -0.107  0.04
H: -3.996 5.755 1.057  0.09

---

5.
Computed, not measured: a cluster of 2 separate species, C5H14NO in total in a non-equilibrium geometry, with ωB97M-V/def2-TZVPD.

The total energy comes out at -328.5846 Eh. The multiplicity is 1. The value obtained for the energy above the lowest of the compared OMol25 structures with the same formula, charge and spin is 266.9 kJ/mol. The total charge is +1.

Each line ends with the natural charge from an NBO analysis.
CARTESIAN COORDINATES (ANGSTROEM)
C: 1.141 0.472 2.278  -0.65
C: -0.114 0.029 1.337  -0.41
C: 0.208 -0.774 0.154  -0.42
C: 1.105 -0.033 -0.927  -0.25
C: 0.366 1.973 -2.465  0.14
N: 0.181 0.910 -1.733  -0.39
H: 0.930 0.780 3.370  0.25
H: 2.021 -0.277 2.377  0.22
H: 1.667 1.388 1.855  0.20
H: -0.688 -0.599 1.935  0.24
H: -0.610 0.992 1.092  0.20
H: 0.767 -1.712 0.464  0.25
H: -0.798 -1.015 -0.263  0.24
H: 1.899 0.501 -0.365  0.25
H: 1.776 -0.587 -1.679  0.26
H: -0.427 2.443 -3.005  0.23
H: 1.351 2.410 -2.628  0.23
H: -0.781 0.781 -1.575  0.42
H: -3.547 -3.032 0.549  0.49
H: -3.466 -2.218 -0.808  0.48
O: -2.982 -2.430 0.037  -0.96

---

6.
Computed, not measured: a cluster of 2 separate species, C4H12 in total in a non-equilibrium geometry, with ωB97M-V/def2-TZVPD.

The total energy comes out at -159.5382 Eh. The multiplicity is 1. The value obtained for the energy above the lowest of the compared OMol25 structures with the same formula, charge and spin is 122.7 kJ/mol. The SMILES is CC.CC.

Each line ends with the natural charge from an NBO analysis.
CARTESIAN COORDINATES (ANGSTROEM)
C: -1.028 -0.054 -1.790  -0.61
C: -0.392 -1.382 -1.560  -0.62
H: -1.278 0.021 -2.866  0.21
H: -1.917 0.003 -1.151  0.20
H: -0.389 0.798 -1.472  0.20
H: 0.035 -1.672 -2.517  0.21
H: -1.207 -2.071 -1.185  0.20
H: 0.368 -1.486 -0.710  0.21
C: 0.714 1.185 2.330  -0.64
C: 0.837 0.311 1.072  -0.63
H: 1.529 1.965 2.356  0.22
H: -0.209 1.926 2.339  0.21
H: 0.611 0.383 3.106  0.22
H: 0.166 -0.644 1.058  0.20
H: 1.842 -0.021 0.864  0.21
H: 0.319 0.737 0.126  0.21

---

Please write out number 1 again, unchanged.
Computed, not measured: a cluster of 2 separate species, C5H14NO2 in total in a non-equilibrium geometry, with ωB97M-V/def2-TZVPD.

The total energy comes out at -403.8383 Eh. The multiplicity is 1. The value obtained for the energy above the lowest of the compared OMol25 structures with the same formula, charge and spin is 270.6 kJ/mol. The total charge is +1.

Each line ends with the natural charge from an NBO analysis.
CARTESIAN COORDINATES (ANGSTROEM)
C: -0.611 -0.115 2.604  -0.62
C: -0.138 0.003 1.137  -0.08
C: -1.385 -0.082 0.130  -0.40
C: -1.001 -0.359 -1.308  -0.58
C: -0.405 0.705 -2.087  0.48
O: 0.290 1.615 -1.635  -0.57
N: 0.516 1.291 0.867  -0.72
H: 0.378 -0.488 3.253  0.23
H: -1.433 -0.702 2.645  0.23
H: -0.972 0.811 3.189  0.23
H: 0.477 -0.815 0.927  0.24
H: -1.877 0.967 0.064  0.22
H: -2.168 -0.910 0.401  0.26
H: -1.828 -0.958 -1.593  0.28
H: -0.254 -1.324 -1.376  0.29
H: -0.742 0.658 -3.148  0.17
H: 1.520 1.139 0.624  0.44
H: 0.574 1.981 1.578  0.43
H: 0.171 1.738 -0.093  0.47
H: 2.126 -3.207 -0.772  0.49
H: 2.823 -2.397 0.320  0.48
O: 2.065 -2.419 -0.234  -0.96

---

Among the records above, which one has the highest total energy? C4H12

---

The lowest total energy belongs to which entry? C46H88BN4O18P4

---

Copy entry 6 word for word.
Computed, not measured: a cluster of 2 separate species, C4H12 in total in a non-equilibrium geometry, with ωB97M-V/def2-TZVPD.

The total energy comes out at -159.5382 Eh. The multiplicity is 1. The value obtained for the energy above the lowest of the compared OMol25 structures with the same formula, charge and spin is 122.7 kJ/mol. The SMILES is CC.CC.

Each line ends with the natural charge from an NBO analysis.
CARTESIAN COORDINATES (ANGSTROEM)
C: -1.028 -0.054 -1.790  -0.61
C: -0.392 -1.382 -1.560  -0.62
H: -1.278 0.021 -2.866  0.21
H: -1.917 0.003 -1.151  0.20
H: -0.389 0.798 -1.472  0.20
H: 0.035 -1.672 -2.517  0.21
H: -1.207 -2.071 -1.185  0.20
H: 0.368 -1.486 -0.710  0.21
C: 0.714 1.185 2.330  -0.64
C: 0.837 0.311 1.072  -0.63
H: 1.529 1.965 2.356  0.22
H: -0.209 1.926 2.339  0.21
H: 0.611 0.383 3.106  0.22
H: 0.166 -0.644 1.058  0.20
H: 1.842 -0.021 0.864  0.21
H: 0.319 0.737 0.126  0.21